Record 1
Computed, not measured: a molecular structure, C25H23Cl2F6N3O10SbTb at a distorted geometry, with wB97M-V/def2-TZVPD.

```
71
Properties=species:S:1:pos:R:3
Tb -1.758 -0.170 1.376
O -3.703 -4.195 -3.691
C -3.378 -3.391 -2.652
C -2.742 -3.830 -1.506
C -2.453 -2.914 -0.512
N -2.755 -1.620 -0.612
C -3.381 -1.218 -1.720
C -3.714 -2.045 -2.761
C -3.732 0.235 -1.834
O -4.195 0.758 -2.804
O -3.480 0.893 -0.651
C -1.736 -3.355 0.753
O -1.347 -4.507 0.824
O -1.595 -2.389 1.610
H -3.444 -5.101 -3.509
H -2.463 -4.868 -1.353
H -4.234 -1.668 -3.633
C 1.313 -2.039 1.723
O 0.669 -0.846 2.171
C 1.261 -0.297 3.339
C 0.169 0.381 4.108
O -0.611 1.178 3.226
C -0.172 2.530 3.117
H 1.114 -2.860 2.407
H 2.389 -1.866 1.649
H 0.911 -2.293 0.749
H 2.049 0.396 3.047
H 1.695 -1.085 3.953
H 0.568 0.986 4.920
H -0.497 -0.364 4.522
H -0.313 3.035 4.067
H -0.774 3.008 2.357
H 0.878 2.573 2.826
F -4.116 -0.625 1.607
Sb -4.219 0.493 3.178
F -5.595 1.431 2.413
F -5.252 -0.654 4.160
F -3.791 1.600 4.578
F -2.610 -0.562 3.508
F -2.994 1.589 2.085
Cl 3.736 2.047 0.622
C 4.258 0.536 -0.029
C 5.393 -0.056 0.512
C 5.764 -1.332 0.111
C 4.992 -2.045 -0.796
C 3.861 -1.448 -1.335
Cl 2.876 -2.317 -2.447
C 3.503 -0.140 -1.001
N 2.348 0.395 -1.606
C 2.210 1.601 -2.153
C 3.363 2.373 -2.494
C 3.205 3.592 -3.072
C 1.909 4.083 -3.323
C 0.771 3.321 -3.018
C 0.878 2.076 -2.453
C -0.355 1.230 -2.200
C -0.506 0.741 -0.759
O -0.284 -0.467 -0.511
O -0.861 1.548 0.154
H 5.964 0.480 1.260
H 6.657 -1.784 0.525
H 5.259 -3.052 -1.092
H 1.536 -0.240 -1.622
H 4.352 1.963 -2.325
H 4.075 4.173 -3.353
H 1.786 5.059 -3.781
H -0.216 3.714 -3.236
H -0.329 0.352 -2.852
H -1.234 1.811 -2.458
O -3.409 2.960 -1.660
N -3.465 2.500 -0.642
```

The calculation puts the molar mass at 991.049 Da. Its gap between HOMO and LUMO (spin up / spin down) is 8.388 / 5.156 eV. Its spin multiplicity is 8. The net charge is +1. The value obtained for the highest occupied orbital energy (spin up / spin down) is -0.429 / -0.428 Ha. For the energy above the lowest of the compared OMol25 structures with the same formula, charge and spin, the calculation gives 0.0 kcal/mol.

=====

Record 2
Computed, not measured: a molecular structure, C25H23ClN2PPrS at a distorted geometry, with wB97M-V/def2-TZVPD.

```
54
Properties=species:S:1:pos:R:3
Pr -0.325 -0.136 0.513
Cl 0.091 0.910 2.775
P 0.029 -0.046 -2.322
C -1.373 -0.861 -3.157
C -1.176 -1.655 -4.298
C -2.276 -2.244 -4.933
C -3.563 -2.104 -4.401
C -3.748 -1.370 -3.222
C -2.670 -0.730 -2.610
C -0.199 1.750 -2.592
C 0.660 2.648 -1.926
C 0.443 4.020 -2.045
C -0.583 4.516 -2.857
C -1.412 3.620 -3.542
C -1.222 2.243 -3.418
C 1.603 -0.424 -3.151
C 2.698 -0.906 -2.401
C 3.920 -1.138 -3.034
C 4.081 -0.858 -4.398
C 3.007 -0.333 -5.127
C 1.771 -0.107 -4.508
H 1.497 2.264 -1.329
H 1.098 4.713 -1.517
H -0.716 5.594 -2.979
H -2.202 4.000 -4.188
H -1.858 1.543 -3.963
H -0.170 -1.783 -4.702
H -2.131 -2.806 -5.857
H -4.424 -2.548 -4.906
H -4.744 -1.270 -2.791
H -2.836 -0.106 -1.720
H 2.589 -1.087 -1.322
H 4.753 -1.542 -2.461
H 5.043 -1.042 -4.881
H 3.127 -0.106 -6.187
H 0.939 0.309 -5.083
H -0.136 -6.206 -5.776
H 0.613 -6.170 -5.740
N 0.709 -3.577 -0.887
C -0.274 -3.573 0.057
N -0.682 -2.401 0.582
C -1.846 -2.576 1.385
C -2.418 -1.521 2.111
C -3.301 -1.858 3.147
C -3.586 -3.203 3.420
C -2.996 -4.246 2.673
C -2.137 -3.919 1.630
S -1.082 -4.964 0.619
H 0.852 -4.477 -1.325
H 0.727 -2.793 -1.534
H -2.179 -0.434 1.932
H -3.756 -1.058 3.742
H -4.273 -3.459 4.225
H -3.169 -5.297 2.895
```

The calculation puts the molar mass at 590.875 Da. Its gap between HOMO and LUMO (spin up / spin down) is 7.377 / 7.584 eV. Its spin multiplicity is 3. The net charge is +2. The value obtained for the highest occupied orbital energy (spin up / spin down) is -0.535 / -0.535 Ha. For the energy above the lowest of the compared OMol25 structures with the same formula, charge and spin, the calculation gives 4.5 kcal/mol.

=====

Record 3
Computed, not measured: a molecular structure, C25H23ClO2PTi at a distorted geometry, with wB97M-V/def2-TZVPD.

```
53
Properties=species:S:1:pos:R:3
C 0.190 -2.181 3.192
C 1.104 -1.508 2.325
C 0.952 -0.092 2.531
H 1.861 -2.009 1.729
C -0.013 0.100 3.572
C -0.520 -1.183 3.940
H -1.236 -1.380 4.739
H 0.147 -3.257 3.327
H 1.550 0.696 2.099
H -0.251 1.048 4.045
Ti -1.074 -0.869 1.763
Cl -2.407 0.940 1.860
P -0.039 0.236 -0.257
C 1.032 1.749 -0.051
C 2.194 1.927 -0.819
H 2.569 1.125 -1.450
C 2.864 3.153 -0.828
H 3.736 3.267 -1.471
C 2.402 4.198 -0.028
H 2.933 5.150 -0.031
C 1.267 4.026 0.770
H 0.902 4.847 1.391
C 0.586 2.808 0.772
H -0.303 2.675 1.393
C 1.125 -0.724 -1.328
C 2.273 -1.300 -0.748
H 2.535 -1.082 0.285
C 3.128 -2.090 -1.507
H 3.932 -2.635 -1.011
C 2.967 -2.145 -2.894
H 3.668 -2.716 -3.501
C 1.921 -1.449 -3.505
H 1.821 -1.421 -4.589
C 0.981 -0.774 -2.721
H 0.159 -0.250 -3.205
C -1.148 0.937 -1.543
C -0.828 2.107 -2.245
H 0.030 2.710 -1.959
C -1.595 2.509 -3.341
H -1.305 3.408 -3.884
C -2.705 1.753 -3.718
H -3.302 2.069 -4.575
C -3.053 0.603 -3.005
H -3.914 0.007 -3.309
C -2.300 0.204 -1.900
H -2.583 -0.676 -1.320
C -3.096 -3.869 3.548
C -3.313 -3.039 2.307
O -4.390 -3.051 1.743
O -2.258 -2.313 1.866
H -3.893 -3.644 4.266
H -2.124 -3.658 3.983
H -3.180 -4.938 3.298
```

The calculation puts the molar mass at 469.751 Da. Its gap between HOMO and LUMO (spin up / spin down) is 7.777 / 9.094 eV. Its spin multiplicity is 2. The net charge is 0. The value obtained for the highest occupied orbital energy (spin up / spin down) is -0.278 / -0.329 Ha. For the energy above the lowest of the compared OMol25 structures with the same formula, charge and spin, the calculation gives 0.0 kcal/mol.

=====

Record 4
Computed, not measured: a molecular structure, C25H23GeMoN6OS at a distorted geometry, with wB97M-V/def2-TZVPD.

```
58
Properties=species:S:1:pos:R:3
Mo -0.633 0.852 0.455
O -0.851 -0.663 -0.931
N -1.487 -0.503 -2.095
C -1.833 -1.615 -2.777
C -2.464 -1.506 -3.985
C -2.740 -0.238 -4.503
C -2.368 0.882 -3.793
C -1.731 0.744 -2.561
S -1.189 2.060 -1.589
H -1.576 -2.550 -2.304
H -2.741 -2.400 -4.523
H -3.241 -0.136 -5.455
H -2.558 1.878 -4.165
C -0.380 -0.492 1.787
Ge -1.511 0.568 3.076
C -1.324 2.309 1.988
C -0.009 2.789 1.734
C 0.163 4.012 1.063
C -0.933 4.760 0.676
C -2.224 4.328 0.989
C -2.419 3.117 1.623
C -1.050 0.931 4.925
C -2.095 1.249 5.787
C -1.803 1.581 7.102
C -0.486 1.600 7.540
C 0.549 1.282 6.671
C 0.272 0.943 5.355
C -3.252 -0.076 2.464
C -3.434 0.073 1.091
C -4.535 -0.437 0.435
C -5.489 -1.121 1.182
C -5.325 -1.288 2.549
C -4.209 -0.768 3.195
H -0.161 -1.519 2.074
H 0.848 2.377 2.259
H 1.163 4.389 0.899
H -0.796 5.701 0.160
H -3.075 4.940 0.721
H -3.425 2.776 1.839
H -3.123 1.241 5.444
H -2.610 1.825 7.779
H -0.265 1.860 8.566
H 1.575 1.292 7.016
H 1.078 0.676 4.682
H -2.671 0.628 0.514
H -4.672 -0.290 -0.629
H -6.364 -1.525 0.691
H -6.069 -1.831 3.117
H -4.085 -0.910 4.262
N 4.227 2.084 -1.355
N 3.244 1.344 -0.809
N 3.360 0.039 -0.684
C 2.183 -0.292 -0.193
N 1.410 0.791 -0.037
N 2.111 1.845 -0.444
H 5.119 1.614 -1.342
H 4.196 3.062 -1.115
H 1.884 -1.297 0.044
```

The calculation puts the molar mass at 624.117 Da. Its gap between HOMO and LUMO (spin up / spin down) is 6.555 / 6.759 eV. Its spin multiplicity is 2. The net charge is +2. The value obtained for the highest occupied orbital energy (spin up / spin down) is -0.513 / -0.526 Ha. For the energy above the lowest of the compared OMol25 structures with the same formula, charge and spin, the calculation gives 13.7 kcal/mol.

=====

Record 5
Computed, not measured: a molecular structure, C25H23LiN7O3S2Se at a distorted geometry, with wB97M-V/def2-TZVPD.

```
62
Properties=species:S:1:pos:R:3
Li 12.949 9.070 9.177
Se 19.657 13.867 9.772
N 19.246 12.089 10.088
C 17.974 11.921 9.818
C 17.189 10.664 10.124
C 17.829 9.607 10.667
C 17.044 8.473 10.955
C 15.713 8.461 10.590
N 15.081 9.492 10.016
C 15.801 10.587 9.843
C 15.177 11.756 9.196
N 13.892 11.537 8.773
C 13.200 12.621 8.267
C 13.689 13.882 8.144
C 15.047 14.035 8.492
C 15.828 12.977 9.003
C 17.256 13.084 9.313
N 18.025 14.146 9.168
H 18.884 9.608 10.875
H 17.564 7.638 11.332
H 15.082 7.566 10.597
H 12.136 12.486 8.060
H 13.052 14.634 7.807
H 15.596 15.027 8.478
N 5.419 7.848 6.015
C 6.502 8.723 6.288
C 6.381 10.000 6.888
C 7.475 10.785 7.092
C 8.702 10.384 6.613
C 8.889 9.085 6.130
C 7.767 8.288 5.948
S 10.213 11.347 6.967
O 9.786 12.643 7.491
O 11.000 11.373 5.763
N 10.944 10.424 8.007
C 10.597 10.474 9.311
S 9.278 11.393 10.005
C 9.762 10.804 11.582
C 10.871 10.068 11.462
N 11.306 9.802 10.229
H 4.772 7.646 6.761
H 5.798 6.908 5.743
H 5.414 10.412 7.221
H 7.396 11.812 7.478
H 9.900 8.653 6.105
H 7.903 7.332 5.507
H 9.294 11.210 12.454
H 11.372 9.512 12.316
C 13.328 5.303 7.562
C 12.947 6.832 7.493
C 11.405 6.885 7.644
C 13.393 7.300 6.116
O 13.530 7.488 8.488
H 12.769 4.792 6.756
H 13.131 4.789 8.494
H 14.383 5.127 7.336
H 10.882 6.320 6.801
H 11.080 7.903 7.747
H 11.225 6.412 8.606
H 12.901 6.625 5.319
H 14.470 7.321 6.057
H 13.159 8.318 5.847
```

The calculation puts the molar mass at 619.540 Da. Its gap between HOMO and LUMO is 5.738 eV. The net charge is -1. The value obtained for the highest occupied orbital energy is -0.162 Ha. For the energy above the lowest of the compared OMol25 structures with the same formula, charge and spin, the calculation gives 32.3 kcal/mol.

=====

Record 6
Computed, not measured: a single C25H23N3O4S molecule, with wB97M-V/def2-TZVPD.

```
56
Properties=species:S:1:pos:R:3
O 1.716 0.829 2.272
C 0.716 0.668 1.631
O 0.374 -0.480 1.037
C 1.309 -1.553 1.080
C 0.605 -2.851 0.815
C 1.195 -4.059 1.174
C 0.540 -5.238 0.863
C -0.680 -5.164 0.207
N -1.245 -4.021 -0.144
C -0.614 -2.898 0.147
H -1.106 -1.986 -0.163
H -1.233 -6.056 -0.056
H 0.967 -6.194 1.124
H 2.153 -4.063 1.672
H 1.820 -1.562 2.050
C 2.405 -1.411 -0.008
O 3.470 -1.975 0.120
N 2.024 -0.708 -1.077
H 1.133 -0.222 -1.087
C 2.940 -0.386 -2.147
H 2.618 -0.888 -3.066
H 3.916 -0.782 -1.860
C 2.988 1.128 -2.378
C 3.188 1.897 -1.098
C 2.336 2.947 -0.781
C 2.499 3.661 0.394
C 3.511 3.324 1.275
C 4.364 2.278 0.968
C 4.208 1.574 -0.212
H 4.882 0.761 -0.438
H 5.153 2.006 1.653
H 3.632 3.870 2.198
H 1.833 4.481 0.624
H 1.536 3.205 -1.462
H 3.801 1.346 -3.076
H 2.050 1.445 -2.837
C -0.327 1.743 1.390
C -1.625 1.202 0.817
C -1.505 0.783 -0.637
O -0.474 0.831 -1.278
N -2.654 0.312 -1.174
C -3.937 0.428 -0.635
C -4.953 -0.405 -1.089
C -6.248 -0.242 -0.633
C -6.545 0.763 0.274
C -5.541 1.590 0.743
C -4.237 1.422 0.300
S -2.948 2.472 0.898
H -5.753 2.375 1.452
H -7.557 0.900 0.622
H -7.027 -0.895 -0.994
H -4.716 -1.178 -1.805
H -2.584 -0.091 -2.101
H -1.987 0.351 1.405
H 0.121 2.459 0.696
H -0.507 2.260 2.334
```

Its SMILES is O=C(C[C@H]1Sc2ccccc2NC1=O)O[C@H](C(=O)NCCc1ccccc1)c1cccnc1. The calculation puts the molar mass at 461.543 Da. Its gap between HOMO and LUMO is 9.250 eV. The net charge is 0. The value obtained for the highest occupied orbital energy is -0.324 Ha. For the energy above the lowest of the compared OMol25 structures with the same formula, charge and spin, the calculation gives 0.0 kcal/mol.

=====

Record 7
Computed, not measured: 2 unconnected molecules or ions with the total composition C25H23Si at a distorted geometry, with wB97M-V/def2-TZVPD.

```
49
Properties=species:S:1:pos:R:3
C 2.547 -0.358 -1.180
C 3.058 0.929 -0.570
C 2.809 2.071 -1.341
C 3.246 3.330 -0.971
C 3.851 3.495 0.296
C 4.010 2.387 1.135
C 3.544 1.120 0.738
C 2.559 -1.708 -0.436
C 2.148 -2.751 -1.271
C 2.248 -4.089 -0.920
C 2.677 -4.428 0.379
C 2.998 -3.400 1.271
C 2.845 -2.048 0.893
H 2.898 -0.465 -2.264
H 2.163 2.003 -2.225
H 3.038 4.211 -1.591
H 4.147 4.492 0.642
H 4.408 2.516 2.149
H 3.456 0.352 1.501
H 1.728 -2.517 -2.252
H 1.943 -4.870 -1.625
H 2.762 -5.485 0.678
H 3.319 -3.661 2.292
H 2.914 -1.311 1.690
H 1.497 -0.105 -1.420
Si -1.393 0.181 1.714
C -2.714 0.537 0.471
C -3.789 1.354 0.908
C -4.851 1.643 0.052
C -4.851 1.120 -1.247
C -3.774 0.360 -1.724
C -2.715 0.048 -0.860
C -1.511 -1.508 2.442
C -1.111 -2.685 1.760
C -1.215 -3.926 2.395
C -1.732 -3.994 3.694
C -2.111 -2.843 4.395
C -2.012 -1.603 3.764
H -1.016 1.292 2.649
H -3.782 1.751 1.921
H -5.670 2.288 0.388
H -5.676 1.341 -1.919
H -3.744 0.021 -2.769
H -1.890 -0.579 -1.206
H -0.718 -2.620 0.743
H -0.866 -4.829 1.872
H -1.793 -4.964 4.185
H -2.463 -2.912 5.429
H -2.310 -0.700 4.291
```

The calculation puts the molar mass at 351.545 Da. Its gap between HOMO and LUMO is 4.995 eV. The net charge is +1. The value obtained for the highest occupied orbital energy is -0.404 Ha.

=====

Record 8
Computed, not measured: a molecular structure, C25H24AlF3N4O4PS, with wB97M-V/def2-TZVPD.

```
63
Properties=species:S:1:pos:R:3
Al -0.061 0.280 0.044
F 4.104 1.463 4.231
C 3.755 0.392 3.496
F 4.120 -0.701 4.201
F 4.469 0.410 2.380
C 2.259 0.371 3.287
C 1.499 0.352 4.440
C 0.108 0.316 4.384
C -0.475 0.281 3.144
N 0.248 0.286 2.018
C 1.608 0.356 2.037
S 2.277 0.401 0.450
H 1.998 0.371 5.401
H -0.493 0.320 5.281
H -1.551 0.250 3.018
O -0.098 0.149 -1.836
C 0.022 1.082 -2.664
C 0.026 2.462 -2.360
C 0.158 3.385 -3.415
C 0.135 4.713 -3.137
C -0.012 5.185 -1.820
C -0.141 4.309 -0.778
C -0.125 2.916 -1.011
O -0.255 2.092 -0.031
N 0.265 5.681 -4.237
O 0.352 5.241 -5.365
O 0.201 6.858 -3.945
H 0.119 0.796 -3.715
H 0.273 3.052 -4.440
H -0.018 6.253 -1.652
H -0.246 4.655 0.241
C -5.182 -1.682 0.817
N -4.090 -0.777 0.454
C -4.218 0.454 -0.148
C -2.959 0.935 -0.309
N -2.058 0.003 0.180
C -2.784 -1.008 0.630
H -6.124 -1.188 0.608
H -5.138 -1.923 1.875
H -5.127 -2.597 0.231
H -5.177 0.877 -0.395
H -2.645 1.877 -0.723
H -2.397 -1.898 1.097
C -0.738 -3.564 -0.748
P 0.330 -2.353 0.123
C 0.392 -3.031 1.814
C 1.945 -2.760 -0.602
C 2.136 -2.428 -1.946
C 3.354 -2.669 -2.560
C 4.398 -3.230 -1.833
C 4.212 -3.559 -0.499
C 2.989 -3.325 0.117
H -0.271 -4.547 -0.714
H -0.849 -3.262 -1.790
H -1.729 -3.628 -0.299
H 0.571 -4.105 1.784
H -0.548 -2.841 2.335
H 1.190 -2.548 2.380
H 1.327 -1.974 -2.509
H 3.494 -2.416 -3.604
H 5.355 -3.408 -2.307
H 5.023 -3.998 0.068
H 2.870 -3.589 1.161
```

The calculation puts the molar mass at 591.508 Da. Its gap between HOMO and LUMO is 7.372 eV. The net charge is +1. The value obtained for the highest occupied orbital energy is -0.401 Ha. For the energy above the lowest of the compared OMol25 structures with the same formula, charge and spin, the calculation gives 5.9 kcal/mol.

=====

Number 1: E_tot -121565.65093 eV. Number 2: E_tot -75980.13460 eV. Number 3: E_tot -75322.53497 eV. Number 4: E_tot -106473.85070 eV. Number 5: E_tot -130095.78102 eV. Number 6: E_tot -49796.09673 eV. Number 7: E_tot -34166.94910 eV. Number 8: E_tot -75336.86975 eV.